Entry A
DFT (wB97M-V/def2-TZVPD) results for C19H15AsAuF6N2O8S as an isolated structure.

CARTESIAN COORDINATES (ANGSTROEM)
Au  -0.08079  0.13981  1.04703
O  -3.02101  2.81473  2.14440
As  -2.34914  1.26993  2.77757
O  -2.81662  1.10816  4.32203
O  -0.67671  1.55698  2.46376
C  -3.15873  0.12392  1.40690
C  -3.96425  0.76577  0.46630
C  -4.56315  0.04753  -0.55899
C  -4.36150  -1.31738  -0.66350
C  -3.56439  -1.96873  0.26436
C  -2.96888  -1.26019  1.29630
S  -1.94471  -2.19712  2.42474
O  -1.46606  -3.33918  1.69206
O  -2.73245  -2.45275  3.59880
O  -0.86357  -1.19141  2.70581
H  -2.78910  3.46871  2.81578
H  -4.11404  1.83109  0.53853
H  -5.17979  0.56465  -1.28364
H  -4.81341  -1.87452  -1.47491
H  -3.36389  -3.02884  0.18993
O  0.14115  -1.44103  -0.30109
C  0.52849  -1.35009  -1.54086
C  0.90203  -2.56003  -2.17900
C  1.32670  -2.59270  -3.48239
C  1.40168  -1.41752  -4.24055
C  1.03743  -0.23470  -3.64665
C  0.60213  -0.16621  -2.31234
C  0.23891  1.12909  -1.76635
N  -0.50307  1.38186  -0.69135
C  -0.54135  2.75420  -0.50942
C  0.13874  3.33990  -1.51474
N  0.60968  2.30518  -2.31006
H  0.83161  -3.45727  -1.57762
H  1.60252  -3.53991  -3.93084
H  1.72405  -1.44041  -5.27257
H  1.05834  0.67156  -4.24261
H  -1.06831  3.18194  0.32644
H  0.32047  4.37234  -1.75011
H  1.26455  2.39714  -3.06500
C  2.91481  -1.28322  1.26127
C  2.99066  0.23590  1.09918
O  1.91776  0.78527  0.42351
C  4.20868  0.57318  0.19827
F  4.45868  1.89355  0.15257
F  5.33451  -0.03702  0.61848
F  3.97836  0.15971  -1.05975
C  3.14704  0.90864  2.48326
F  3.04048  2.23989  2.41568
F  2.19188  0.46407  3.31252
F  4.34172  0.62291  3.04769
H  2.86117  -1.73867  0.27403
H  2.01142  -1.55033  1.80620
H  3.77927  -1.66840  1.80096

E_LUMO (alpha / beta): 2.324 / -0.215 eV
M: 817.279 Da
Orbital gap (alpha / beta): 8.07 / 5.43 eV
Charge: -1
Multiplicity: 3

Atomic partial charges in e from the Löwdin method, atoms 1 to 4: atom 1 (Au): 1.291, atom 2 (O): -0.293, atom 3 (As): 0.899, atom 4 (O): -0.451



Entry B
DFT (wB97M-V/def2-TZVPD) results for C19H15AsAuF6N2O8S as an isolated structure.

CARTESIAN COORDINATES (ANGSTROEM)
Au  0.57371  0.95010  0.11649
O  -3.39784  2.55255  0.12257
As  -2.65281  1.03258  0.50979
O  -3.61833  0.14064  1.47370
O  -1.12639  1.32996  1.19843
C  -2.31117  0.09609  -1.16174
C  -2.70161  -1.23780  -1.13798
C  -2.42064  -2.07698  -2.20924
C  -1.74279  -1.58444  -3.31137
C  -1.35345  -0.25152  -3.34950
C  -1.63482  0.58581  -2.28295
S  -1.13297  2.30177  -2.42161
O  -0.37723  2.40966  -3.64369
O  -2.36800  3.07071  -2.37022
O  -0.32498  2.56365  -1.20237
H  -3.04394  2.90394  -0.72340
H  -3.22580  -1.60309  -0.26232
H  -2.72818  -3.11475  -2.17532
H  -1.51012  -2.23421  -4.14573
H  -0.81906  0.15522  -4.19681
O  -1.82534  -3.68376  2.72939
C  -1.81852  -2.50968  3.14989
C  -2.84410  -2.05957  4.07028
C  -2.82230  -0.80519  4.59007
C  -1.77881  0.07719  4.25093
C  -0.77748  -0.30196  3.36300
C  -0.79272  -1.54062  2.76504
C  0.20611  -1.89647  1.77373
N  1.01515  -1.09482  1.08249
C  1.79787  -1.90428  0.30002
C  1.45342  -3.20682  0.51255
N  0.45287  -3.18276  1.44211
H  -3.61507  -2.77920  4.30845
H  -3.60167  -0.47279  5.26295
H  -1.76517  1.07537  4.66666
H  0.00566  0.39571  3.11259
H  2.51797  -1.47201  -0.37314
H  1.82640  -4.12018  0.08613
H  -0.14068  -3.91987  1.80331
C  2.71424  2.90242  -1.69908
C  3.24276  1.56102  -1.19054
O  2.28990  0.60440  -0.95899
C  4.04791  1.79696  0.11190
F  4.58885  0.67070  0.60270
F  5.04998  2.68857  -0.02799
F  3.23584  2.28267  1.07181
C  4.16626  0.95638  -2.27350
F  4.64582  -0.25182  -1.93365
F  3.49762  0.80027  -3.42235
F  5.23581  1.73454  -2.54529
H  2.10573  3.36989  -0.92759
H  2.07301  2.72290  -2.55983
H  3.52912  3.57292  -1.97078

E_LUMO (alpha / beta): 2.566 / -0.050 eV
M: 817.279 Da
Orbital gap (alpha / beta): 8.28 / 6.46 eV
Charge: -1
Multiplicity: 3

Atomic partial charges in e from the Löwdin method, atoms 1 to 4: atom 1 (Au): 1.166, atom 2 (O): -0.242, atom 3 (As): 0.879, atom 4 (O): -0.448



On energetic grounds, entry B is preferred over the next structure by 2.011 eV.



Entry A
DFT (wB97M-V/def2-TZVPD) results for C4H4O2S2 as an isolated structure.

CARTESIAN COORDINATES (ANGSTROEM)
C  1.09844  -0.28379  0.16107
C  -0.06864  0.07491  -0.63016
C  -0.88518  -1.15048  -0.91494
C  -1.00943  0.81756  0.04830
H  1.40415  -0.40726  1.86510
H  0.29510  0.27397  -1.61360
H  -1.06188  -1.16073  -2.02717
H  -0.44530  -2.22328  -0.73918
O  0.61978  -0.85012  1.34623
O  -0.90646  2.10750  0.11482
S  2.62212  0.14852  -0.24624
S  -2.16648  -0.35420  0.17379

E_LUMO: -0.414 eV
M: 148.208 Da
Orbital gap: 9.06 eV

Atomic partial charges in e from the Löwdin method, atoms 1 to 4: atom 1 (C): -0.827, atom 2 (C): -0.516, atom 3 (C): -0.312, atom 4 (C): -0.742



Entry B
DFT (wB97M-V/def2-TZVPD) results for one molecule with the formula C4H4O2S2.

CARTESIAN COORDINATES (ANGSTROEM)
O  -2.59627  -0.37331  -0.73481
C  -1.55485  -0.52882  -0.19649
S  -0.48750  -1.96216  -0.06477
C  0.59631  -0.54468  0.48605
C  1.65027  -0.30900  -0.52236
S  3.22355  -0.40859  -0.28759
C  -0.55770  0.47349  0.44197
O  -0.36093  1.70852  -0.18771
H  0.99241  -0.62031  1.48673
H  1.25646  -0.12301  -1.52865
H  -0.91984  0.65846  1.44826
H  -1.24189  2.02940  -0.34064

E_LUMO: -0.651 eV
Structure (SMILES): O=C1S[C@@H](C=S)[C@H]1O
M: 148.208 Da
Orbital gap: 8.46 eV

Atomic partial charges in e from the Löwdin method, atoms 1 to 4: atom 1 (O): 0.086, atom 2 (C): -0.647, atom 3 (S): 1.019, atom 4 (C): -0.551



On energetic grounds, entry B is preferred over the next structure by 1.670 eV.



Entry A
DFT (wB97M-V/def2-TZVPD) results for one molecule with the formula C5H12N4O.

CARTESIAN COORDINATES (ANGSTROEM)
C  -1.95265  0.25944  1.08377
C  -1.28345  0.02255  -0.21909
C  -1.61022  -1.28861  -0.99320
N  0.18767  -0.15283  0.00144
N  0.59415  -1.49800  0.20390
C  1.03317  0.84587  -0.13087
N  0.48377  2.05971  -0.28940
C  2.45130  0.70841  0.00888
N  3.02792  -0.43872  0.12420
O  4.35356  -0.54402  -0.07950
H  -1.92566  -0.62005  1.84033
H  -1.50663  1.24177  1.53788
H  -3.02838  0.28408  1.06030
H  -1.38353  0.86011  -0.93675
H  -2.29969  -1.96070  -0.34676
H  -0.75281  -1.86530  -1.40492
H  -2.05171  -0.87604  -1.88803
H  0.27364  -1.73609  1.12916
H  1.63832  -1.61766  0.19726
H  1.04256  2.73601  -0.71876
H  -0.49663  2.10205  -0.27427
H  3.20529  1.47803  0.09443

E_LUMO (alpha / beta): 0.397 / 0.397 eV
Structure (SMILES): CC(C)N(N)/C(N)=C\N=O
M: 144.178 Da
Orbital gap (alpha / beta): 7.94 / 7.95 eV

Atomic partial charges in e from the Löwdin method, atoms 1 to 4: atom 1 (C): -0.068, atom 2 (C): -0.379, atom 3 (C): -0.060, atom 4 (N): -0.099



Entry B
DFT (wB97M-V/def2-TZVPD) results for C5H12N4O as an isolated structure.

CARTESIAN COORDINATES (ANGSTROEM)
C  1.60463  -0.77498  1.39506
N  0.61021  0.13152  0.84138
C  0.77879  0.86134  -0.60874
N  1.85703  0.40059  -1.39886
N  0.44332  2.10753  -0.64749
H  0.45596  0.88755  1.50387
H  2.03237  -0.59157  -1.27992
H  2.70127  0.93883  -1.26009
H  1.04257  2.67053  -1.24008
H  1.78996  -0.85633  2.46718
H  2.55931  -0.53147  0.92557
H  1.42829  -1.81682  1.13299
C  -2.11741  -0.16186  1.14561
C  -0.93506  -0.79499  0.42138
C  -1.60486  -0.08521  -1.96924
N  -0.80958  -0.16507  -1.00458
O  -0.78016  -2.02520  0.45059
H  -2.11542  -0.47910  2.18756
H  -3.03944  -0.45081  0.64127
H  -2.03267  0.92846  1.15050
H  -2.59073  -0.54807  -1.94472
H  -1.27838  0.35512  -2.90925

E_LUMO: 0.801 eV
M: 144.178 Da
Orbital gap: 9.08 eV

Atomic partial charges in e from the Löwdin method, atoms 1 to 4: atom 1 (C): -0.083, atom 2 (N): 0.003, atom 3 (C): -0.532, atom 4 (N): 0.094



On energetic grounds, entry B is preferred over the next structure by 1.536 eV.



Entry A
DFT (wB97M-V/def2-TZVPD) results for one molecule with the formula CH5N3O.

CARTESIAN COORDINATES (ANGSTROEM)
N  -1.27824  -1.22414  0.14351
N  -0.64066  -0.78494  1.15772
C  0.42603  -0.12991  0.61782
N  0.34463  0.31595  -0.68767
O  1.23980  1.52997  -0.80753
H  -1.57664  -0.32307  -0.18783
H  -1.99276  -1.87380  0.45685
H  0.88532  0.59134  1.22906
H  0.55326  -0.29776  -1.65848
H  0.67617  2.29487  -1.38118

E_LUMO: 0.652 eV
Structure (SMILES): N/N=C\NO
M: 75.071 Da
Orbital gap: 8.75 eV

Atomic partial charges in e from the Löwdin method, atoms 1 to 4: atom 1 (N): -0.087, atom 2 (N): -0.082, atom 3 (C): -0.221, atom 4 (N): -0.106



Entry B
DFT (wB97M-V/def2-TZVPD) results for one molecule with the formula CH5N3O.

CARTESIAN COORDINATES (ANGSTROEM)
N  0.94739  0.67862  0.16463
N  0.07165  0.11640  -0.74009
C  -0.84761  -0.82422  -0.05905
N  -2.12689  -0.13625  0.26096
O  -2.55472  0.61554  -0.59415
H  0.52208  0.53461  1.07546
H  1.81392  0.19209  0.26444
H  -0.46201  0.94896  -1.06004
H  -0.99158  -1.64787  -0.81005
H  -0.40723  -1.12365  0.94787

E_LUMO: -0.549 eV
Structure (SMILES): NNCN=O
M: 75.071 Da
Orbital gap: 8.65 eV

Atomic partial charges in e from the Löwdin method, atoms 1 to 4: atom 1 (N): -0.048, atom 2 (N): -0.160, atom 3 (C): -0.210, atom 4 (N): -0.041



On energetic grounds, entry B is preferred over the next structure by 1.231 eV.